Entry from the OMol25 dataset: a molecular structure, C22H45NO2P2PtSe2Te (ωB97M-V/def2-TZVPD).

Geometry (Å):
Pt1 -0.637 0.621 0.121
O1 3.103 -0.461 4.913
C1 3.498 0.329 3.803
C2 2.361 0.276 2.767
C3 2.101 -1.207 2.449
O2 1.254 -1.861 3.363
C4 1.161 1.019 3.339
Se1 -0.596 0.616 2.615
C5 2.841 1.053 1.547
Se2 1.802 0.973 -0.111
H1 3.770 -0.412 5.605
H2 4.413 -0.069 3.350
H3 3.688 1.364 4.111
H4 3.078 -1.712 2.419
H5 1.640 -1.300 1.465
H6 1.709 -1.868 4.217
H7 1.318 2.091 3.219
H8 1.040 0.816 4.403
H9 3.830 0.719 1.223
H10 2.921 2.109 1.801
C6 -0.016 0.784 -3.698
P1 -1.056 1.064 -2.232
C7 -2.636 0.332 -2.756
C8 -1.387 2.866 -2.380
C9 -2.105 3.402 -1.149
P2 -1.105 2.944 0.311
C10 0.322 4.054 0.212
C11 -2.017 3.598 1.729
H11 -0.408 1.404 -4.505
H12 -0.055 -0.255 -4.012
H13 1.021 1.065 -3.507
H14 -2.901 0.678 -3.756
H15 -3.420 0.612 -2.058
H16 -2.557 -0.755 -2.761
H17 -1.958 3.022 -3.298
H18 -0.428 3.376 -2.505
H19 -3.101 2.962 -1.055
H20 -2.228 4.487 -1.180
H21 -0.014 5.087 0.117
H22 0.966 3.791 -0.624
H23 0.913 3.951 1.123
H24 -2.269 4.643 1.535
H25 -1.405 3.526 2.624
H26 -2.934 3.037 1.910
C12 -4.894 1.352 0.122
Te1 -3.289 0.142 0.829
C13 -3.909 -1.602 -0.222
H27 -5.771 0.991 0.655
H28 -5.031 1.238 -0.951
H29 -4.718 2.395 0.371
H30 -4.713 -1.321 -0.899
H31 -4.264 -2.320 0.511
H32 -3.065 -2.014 -0.766
C14 3.137 -2.036 -3.229
N1 2.310 -2.550 -2.102
C15 3.071 -2.509 -0.816
C16 0.991 -1.809 -2.029
C17 0.114 -2.334 -0.926
C18 -0.047 -3.724 -0.903
C19 -0.702 -4.370 0.126
C20 -1.196 -3.597 1.161
C21 -1.083 -2.217 1.113
C22 -0.467 -1.516 0.064
H33 4.062 -2.603 -3.281
H34 3.353 -0.987 -3.036
H35 2.583 -2.143 -4.158
H36 2.090 -3.529 -2.287
H37 3.286 -1.467 -0.591
H38 3.986 -3.082 -0.944
H39 2.459 -2.940 -0.029
H40 0.540 -1.930 -3.014
H41 1.254 -0.769 -1.866
H42 0.349 -4.334 -1.712
H43 -0.809 -5.446 0.127
H44 -1.677 -4.062 2.011
H45 -1.471 -1.677 1.966

Output
Charge: +2
Total energy (hartree): -6942.94762
HOMO level (eV): -12.703
ΔE to the lowest compared entry with this formula, charge and spin (eV): 0.957
Kohn-Sham gap (eV): 6.579
LUMO level (eV): -6.12

Entry from the OMol25 dataset: a molecular structure, C22H46Al3BBr5F7NO13P in a non-equilibrium geometry (ωB97M-V/def2-TZVPD).

Geometry (Å):
C1 2.245 -1.747 -1.110
C2 1.357 -1.599 -2.350
C3 0.857 -0.199 -2.634
Br1 2.257 1.025 -3.213
C4 0.043 0.392 -1.451
O1 -0.637 -0.610 -0.840
Br2 1.295 1.272 -0.087
O2 -0.803 1.345 -1.995
C5 -1.751 1.893 -1.127
C6 -3.066 1.806 -1.902
O3 -3.175 0.503 -2.433
C7 -4.452 -0.163 -2.322
B1 -4.427 -1.046 -0.997
C8 -4.366 -0.480 0.454
O4 -4.426 -2.448 -1.161
P1 -1.407 3.739 -0.754
O5 -0.067 4.103 -1.503
O6 -1.104 3.823 0.802
H1 1.619 -1.712 -0.213
H2 2.921 -0.891 -1.053
H3 2.782 -2.690 -1.082
H4 1.940 -1.899 -3.222
H5 0.533 -2.306 -2.303
H6 0.119 -0.238 -3.436
H7 -1.551 -0.600 -1.166
H8 -1.815 1.407 -0.148
H9 -2.981 2.498 -2.751
H10 -3.925 2.147 -1.326
H11 -5.287 0.539 -2.348
H12 -4.511 -0.809 -3.200
H13 -4.283 0.607 0.487
H14 -3.535 -0.896 1.031
H15 -5.288 -0.717 0.992
H16 -4.246 -2.861 -0.302
H17 0.315 4.935 -1.165
H18 -0.925 2.940 1.169
Al1 -4.356 -3.519 -3.186
C9 4.882 -5.660 0.831
C10 4.031 -4.414 0.571
O7 2.794 -4.538 0.668
O8 4.635 -3.360 0.284
H19 4.251 -6.513 1.070
H20 5.463 -5.887 -0.062
H21 5.555 -5.468 1.665
C11 -0.745 4.972 -5.776
C12 -0.332 6.393 -5.428
C13 1.140 6.629 -5.720
O9 -0.601 6.652 -4.042
H22 -0.176 4.250 -5.178
H23 -1.803 4.817 -5.557
H24 -0.575 4.755 -6.830
H25 -0.936 7.100 -5.996
H26 1.763 5.955 -5.122
H27 1.423 7.648 -5.461
H28 1.367 6.463 -6.773
H29 -0.069 6.037 -3.529
C14 -4.770 -8.133 -3.769
C15 -4.183 -6.947 -4.384
N1 -3.697 -6.020 -4.867
H30 -5.600 -7.845 -3.126
H31 -5.136 -8.803 -4.544
H32 -4.017 -8.649 -3.177
C16 -1.353 -1.049 4.921
C17 -1.973 -1.024 3.538
O10 -3.396 -0.955 3.592
H33 -1.720 -1.900 5.494
H34 -0.266 -1.113 4.851
H35 -1.614 -0.149 5.482
H36 -1.722 -1.931 2.988
H37 -1.596 -0.159 2.972
H38 -3.639 -0.155 4.069
C18 2.623 -2.721 4.655
Br3 2.424 -1.713 3.016
Br4 2.276 -4.586 4.385
Br5 4.337 -2.419 5.471
H39 1.873 -2.355 5.343
C19 4.353 3.729 6.004
C20 3.052 3.136 5.485
O11 2.896 1.737 5.741
C21 2.450 1.297 6.997
O12 1.390 1.882 7.397
C22 3.627 1.303 8.098
F1 4.779 0.958 7.529
F2 3.375 0.396 9.030
F3 3.804 2.457 8.712
H40 5.188 3.050 5.840
H41 4.553 4.671 5.492
H42 4.301 3.952 7.066
H43 3.063 3.212 4.395
H44 2.181 3.703 5.820
H45 2.351 0.190 6.797
O13 -4.054 4.535 -1.266
H46 -3.638 4.464 -2.147
Al2 3.769 2.063 0.375
F4 -0.099 -2.915 -4.773
Al3 0.821 -4.293 -5.282
F5 2.236 -4.302 -4.332
F6 1.204 -4.146 -6.912
F7 -0.084 -5.689 -4.981

Output
Charge: +2
Total energy (hartree): -16560.62081
HOMO level (eV): -11.913
Kohn-Sham gap (eV): 1.388
LUMO level (eV): -10.52

Entry from the OMol25 dataset: 3 unconnected molecules or ions with the total composition C22H46B2N3O4 in a non-equilibrium geometry (ωB97M-V/def2-TZVPD).

Geometry (Å):
C1 -1.301 -1.234 2.585
N1 -1.549 -2.274 1.572
C2 -1.991 -1.675 0.309
B1 -2.371 -3.377 2.039
O1 -2.124 -3.728 3.404
C3 -3.460 -4.072 1.154
C4 -4.771 -4.148 1.913
C5 -5.329 -2.751 1.867
C6 -6.013 -2.279 0.752
C7 -6.504 -0.985 0.706
C8 -6.294 -0.115 1.778
C9 -5.602 -0.562 2.885
C10 -5.137 -1.876 2.935
O2 -2.971 -5.506 0.804
B2 -3.010 -6.407 1.812
O3 -4.052 -7.330 1.908
O4 -1.993 -6.561 2.765
H1 -0.250 -1.203 2.890
H2 -1.550 -0.248 2.180
H3 -1.892 -1.385 3.486
H4 -1.966 -2.405 -0.493
H5 -2.993 -1.244 0.392
H6 -1.297 -0.863 0.054
H7 -1.305 -4.233 3.444
H8 -4.709 -4.431 2.987
H9 -5.465 -4.828 1.406
H10 -6.137 -2.942 -0.097
H11 -7.049 -0.644 -0.166
H12 -6.664 0.903 1.739
H13 -5.426 0.109 3.718
H14 -4.601 -2.227 3.813
H15 -4.615 -7.192 1.139
H16 -2.365 -6.587 3.652
C11 1.372 0.850 -0.283
C12 0.697 1.965 0.498
N2 1.108 2.022 1.890
C13 0.271 2.882 2.703
C14 0.265 4.387 2.402
C15 2.538 2.121 2.114
C16 3.276 3.314 1.490
H17 1.194 -0.113 0.198
H18 0.957 0.810 -1.292
H19 2.450 0.998 -0.380
H20 -0.381 1.782 0.491
H21 0.853 2.919 -0.034
H22 0.550 2.729 3.749
H23 -0.753 2.507 2.612
H24 1.172 4.881 2.751
H25 -0.578 4.857 2.912
H26 0.156 4.587 1.335
H27 2.999 1.203 1.743
H28 2.707 2.107 3.194
H29 2.944 3.493 0.467
H30 4.348 3.108 1.454
H31 3.143 4.234 2.059
C17 4.242 2.954 -2.131
C18 4.807 2.631 -3.505
N3 4.705 1.224 -3.845
C19 5.458 0.865 -5.032
C20 5.026 1.463 -6.377
C21 3.374 0.645 -3.735
C22 2.245 1.269 -4.565
H32 4.711 2.341 -1.361
H33 4.422 4.004 -1.894
H34 3.163 2.795 -2.086
H35 5.872 2.884 -3.517
H36 4.326 3.292 -4.245
H37 5.456 -0.226 -5.110
H38 6.499 1.148 -4.848
H39 4.122 0.992 -6.764
H40 5.814 1.307 -7.117
H41 4.848 2.536 -6.308
H42 3.083 0.675 -2.684
H43 3.460 -0.418 -3.975
H44 2.274 2.360 -4.534
H45 1.280 0.956 -4.163
H46 2.276 0.960 -5.609

Output
Charge: -1
Total energy (hartree): -1380.92325
HOMO level (eV): -1.771
Kohn-Sham gap (eV): 4.028
LUMO level (eV): 2.26

The highest LUMO level belongs to which entry?
C22H46B2N3O4

Number 2 is which compound?
C22H46Al3BBr5F7NO13P

total energy of number 3 (C22H46B2N3O4)?
-1380.92325 hartree

The highest LUMO level belongs to which entry?
C22H46B2N3O4